[1]
Molecular formula: CH4OS
Method: DFT, ωB97M-V/def2-TZVPD

* energy above the lowest of the compared OMol25 structures with the same formula, charge and spin: 6.0 kcal per mole
* orbital gap: 10.28 eV
* E_HOMO: -0.35024 hartree
* SMILES: C=O.S
* energy: -513.8851 a.u.

Geometry as XYZ:
```
7
Properties=species:S:1:pos:R:3:forces:R:3:mulliken_charge:R:1
C -0.76015 0.67248 1.36455 -0.545 -0.220 0.192 -0.08
O 0.25966 0.86068 0.77405 0.413 0.118 -0.162 -0.35
H -1.54851 0.00263 0.98138 0.012 -0.070 -0.136 0.21
H -0.99277 1.14273 2.33355 0.150 0.153 0.083 0.23
S 1.06108 -1.45859 -2.06280 0.001 -0.302 -0.183 -0.29
H 1.46063 -0.90685 -0.92353 0.080 0.128 0.301 0.15
H 0.52006 -0.31309 -2.46720 -0.110 0.193 -0.096 0.14
```
Forces are in eV/Å.


[2]
Molecular formula: C11H23Cl3NO8P3S
Method: DFT, ωB97M-V/def2-TZVPD

* orbital gap: 9.18 eV
* E_HOMO: -0.33893 hartree
* energy: -3892.3770 a.u.

Geometry as XYZ:
```
50
Properties=species:S:1:pos:R:3:forces:R:3:mulliken_charge:R:1
C -2.03427 3.92714 -1.90828 0.032 0.040 -0.052 -1.58
C -1.42690 2.52836 -1.87798 0.084 -0.013 0.027 0.16
C -2.29251 1.47431 -2.55360 0.059 -0.061 -0.031 -0.35
Cl -4.00080 1.63265 -1.98914 -0.006 -0.084 0.059 -0.11
C -1.83490 -0.00653 -2.42239 -0.090 0.185 0.041 1.10
P -2.88047 -1.07423 -3.55766 0.075 -0.095 0.007 0.24
O -2.48319 -2.49114 -3.67284 -0.041 0.114 0.032 -0.61
O -0.60721 -0.11389 -3.16668 0.203 -0.194 -0.005 -0.35
S 0.95754 0.23034 -2.78382 -0.209 0.050 -0.149 0.59
O 1.27039 1.46540 -3.44796 0.016 -0.059 0.097 -0.60
O 0.71413 0.66221 -1.23129 0.209 -0.031 0.066 -0.35
C 0.65561 -0.37302 -0.24116 0.110 -0.018 -0.026 0.21
C 1.97557 -1.13981 -0.13156 -0.061 -0.023 0.045 -0.98
O 2.92891 -0.28616 0.46331 0.073 0.102 -0.062 -0.30
C 3.88255 -0.86395 1.32012 -0.035 -0.134 0.063 -0.70
O 3.59114 -0.55081 2.65107 -0.112 0.010 -0.075 -0.29
C 3.27044 -1.62837 3.50982 0.007 -0.018 -0.038 -0.18
C 2.39763 -1.14099 4.68939 0.039 0.005 -0.039 -0.61
O 2.49939 0.25797 4.86739 -0.203 0.110 0.056 -0.52
P 0.43711 0.56525 1.39125 0.101 -0.099 -0.209 0.56
N 0.90565 2.03070 1.51848 -0.245 -0.038 0.366 -0.81
C -0.55475 -1.28439 -0.47083 -0.091 0.148 0.080 -0.29
Cl -0.13450 -2.66863 -1.52343 -0.016 -0.029 -0.013 -0.02
C -1.79525 -0.50770 -0.94666 0.058 -0.051 -0.020 -0.46
P -3.44921 -1.21371 -0.31902 0.025 0.078 0.034 0.42
O -3.26244 -0.84350 1.27092 0.054 -0.075 -0.058 -0.48
Cl -3.08502 -3.23986 -0.20992 0.018 -0.061 0.013 -0.22
H -2.76334 4.06881 -1.11236 -0.048 -0.014 -0.059 0.37
H -2.52491 4.13225 -2.86197 0.011 0.005 0.000 0.34
H -1.24536 4.66594 -1.77622 0.003 0.010 0.044 0.44
H -0.47615 2.54274 -2.41206 -0.073 -0.006 0.053 0.09
H -1.19807 2.24987 -0.84718 -0.026 0.070 -0.027 0.03
H -2.31037 1.68192 -3.62444 -0.131 0.078 0.012 0.65
H -2.79268 -0.29037 -4.72471 -0.009 -0.004 0.004 0.08
H -4.19681 -0.85931 -3.12347 -0.006 0.018 -0.010 0.13
H 1.80882 -2.04379 0.46561 -0.012 0.033 0.035 0.47
H 2.31555 -1.45795 -1.12031 -0.016 -0.035 0.030 0.45
H 4.84531 -0.42019 1.06717 -0.035 0.050 0.012 0.28
H 3.91933 -1.95166 1.17181 0.030 0.040 -0.022 0.48
H 4.18963 -2.08931 3.88657 0.010 0.081 -0.004 0.38
H 2.72276 -2.40086 2.95391 0.019 -0.023 0.080 0.23
H 2.74413 -1.63993 5.59891 -0.063 -0.084 -0.026 0.36
H 1.35976 -1.44445 4.52780 -0.013 0.073 -0.039 0.30
H 1.61839 0.63729 4.97209 0.265 -0.123 -0.038 0.31
H 0.92541 -0.45183 2.23534 -0.069 -0.055 0.099 -0.19
H -0.95435 0.41111 1.53466 0.042 0.127 0.053 0.11
H 1.78164 2.15372 2.01223 0.109 0.050 -0.258 0.29
H -0.80355 -1.72387 0.50133 0.042 -0.121 -0.059 0.80
H -1.80936 0.40325 -0.33760 -0.022 -0.012 -0.016 -0.16
H -2.80045 -1.52103 1.78539 -0.062 0.084 -0.075 0.31
```
Forces are in eV/Å.


[3]
Molecular formula: C5H11NO
Method: DFT, ωB97M-V/def2-TZVPD

* energy above the lowest of the compared OMol25 structures with the same formula, charge and spin: 67.0 kcal per mole
* orbital gap: 8.72 eV
* E_HOMO: -0.29755 hartree
* SMILES: C=C/C=C(/C)N.O
* energy: -327.0246 a.u.

Geometry as XYZ:
```
18
Properties=species:S:1:pos:R:3:forces:R:3:mulliken_charge:R:1
C -1.22160 0.13773 -2.55192 1.077 1.693 1.472 -0.82
C -0.99736 0.60723 -1.24540 0.582 0.056 -2.872 0.03
C 0.36124 0.39645 -0.59230 -2.566 -1.377 1.079 -0.27
C 0.58540 0.46999 0.76388 -0.158 0.133 -1.738 0.40
C 1.98784 0.34112 1.33701 -0.240 0.442 -1.877 -1.18
N -0.42994 0.88126 1.63934 -0.266 0.430 1.153 -0.53
H -1.95049 0.58908 -3.32852 0.910 -1.142 1.849 0.25
H -0.37347 -0.47229 -2.95455 -1.060 0.404 0.095 0.21
H -1.66919 1.38220 -0.84793 0.147 -0.567 -0.036 0.19
H 0.91393 -0.31125 -1.19281 1.177 0.716 -0.140 0.27
H 2.74806 0.44274 0.50994 -0.803 -0.129 1.006 0.30
H 2.09413 1.11753 2.06014 0.298 0.764 0.381 0.38
H 2.15154 -0.55816 1.85813 0.152 -1.390 0.596 0.31
H -1.21541 1.37007 1.25694 -0.090 -0.001 -0.614 0.18
H -0.81488 0.25183 2.34852 0.920 0.057 -0.305 0.26
O -0.98156 -2.40324 0.55731 0.826 1.897 1.180 -0.68
H -0.47092 -1.53580 0.68362 -1.096 -1.821 -0.528 0.39
H -0.71731 -2.70651 -0.30139 0.191 -0.165 -0.701 0.31
```
Forces are in eV/Å.


[4]
Molecular formula: C30H41N6O6P3SW
Method: DFT, ωB97M-V/def2-TZVPD

* energy above the lowest of the compared OMol25 structures with the same formula, charge and spin: 1.5 kcal per mole
* orbital gap: 6.92 eV
* E_HOMO: -0.45131 hartree
* energy: -3436.9113 a.u.
* charge: +2

Geometry as XYZ:
```
88
Properties=species:S:1:pos:R:3:forces:R:3:mulliken_charge:R:1
W 0.03867 0.36793 -0.23407 -0.575 -0.033 0.007 4.69
C 2.64605 1.74754 1.12274 0.007 0.022 0.009 -0.62
C 2.97069 0.30287 0.81410 0.040 -0.034 -0.004 -0.89
N 2.22846 -0.06173 -0.40908 -0.069 -0.070 -0.040 0.37
C 2.89133 0.51843 -1.62196 0.061 0.030 -0.001 -0.12
C 1.92204 1.19946 -2.57469 -0.024 -0.004 0.009 -1.17
N 0.83594 1.86066 -1.80404 0.130 -0.078 0.287 -0.64
C 1.28831 3.16660 -1.24497 -0.016 0.004 0.030 -1.00
C 0.91853 3.27998 0.21941 -0.006 0.033 -0.013 -0.44
N 1.18547 1.98330 0.89395 -0.010 0.014 -0.104 -0.38
H 3.20522 2.42113 0.47456 -0.001 -0.004 0.003 0.38
H 2.90520 2.00600 2.14922 0.003 -0.004 0.003 0.57
H 2.64512 -0.35035 1.61832 0.006 0.001 0.001 0.27
H 4.04395 0.16024 0.67109 0.001 0.006 0.016 0.58
H 2.27235 -1.08976 -0.51515 -0.012 0.053 -0.002 -0.87
H 3.42640 -0.28058 -2.13413 0.013 -0.008 0.005 0.17
H 3.64122 1.23405 -1.28293 0.002 0.001 -0.014 0.38
H 1.47639 0.47943 -3.25002 0.013 0.005 0.003 0.16
H 2.45492 1.93618 -3.18005 0.016 -0.011 -0.012 0.61
H 0.05941 2.02764 -2.43965 -0.063 -0.069 0.065 0.44
H 0.85515 3.99458 -1.80537 0.005 0.007 0.001 0.50
H 2.36838 3.23203 -1.37443 -0.001 -0.003 -0.004 0.32
H -0.14080 3.49587 0.33700 0.019 -0.027 -0.011 0.25
H 1.48084 4.08622 0.69765 0.019 -0.002 0.005 0.63
H 0.76450 2.05856 1.81687 0.012 0.023 -0.006 -0.21
N -2.99025 -2.19994 -3.52684 0.023 0.033 0.040 0.01
C -1.90369 -2.27731 -2.46975 -0.018 0.038 0.008 0.04
C -1.58116 -3.74145 -2.18630 -0.021 -0.019 0.016 -1.80
P -0.39518 -1.41953 -3.07371 0.083 -0.142 -0.041 1.03
O -1.05117 -0.07216 -3.72132 -0.054 0.064 0.009 -0.68
O 0.32480 -2.17407 -4.10335 -0.077 -0.027 0.007 -0.85
O 0.31467 -1.01315 -1.79246 -0.021 0.017 -0.051 -1.01
P -2.65696 -1.39910 -1.00678 -0.209 -0.296 -0.100 0.75
O -2.34025 -2.30730 0.25575 -0.003 0.090 -0.047 -0.49
O -4.09331 -1.27804 -1.32565 0.051 0.028 -0.027 -0.93
O -1.82974 -0.12032 -0.81177 0.379 0.158 0.175 -0.96
H -2.95650 -2.99545 -4.16459 -0.005 0.003 -0.008 0.37
H -2.89774 -1.33171 -4.06051 0.011 -0.012 -0.039 0.35
H -3.89409 -2.13543 -3.01807 0.009 -0.026 -0.009 0.42
H -1.21767 -4.22881 -3.09226 0.013 0.012 0.000 0.53
H -2.45395 -4.27395 -1.80415 0.002 0.000 0.000 0.46
H -0.79286 -3.80351 -1.43725 0.009 -0.002 -0.003 0.25
H -0.75827 0.00803 -4.64107 -0.012 -0.001 -0.003 0.32
H -3.12428 -2.76210 0.59336 -0.003 0.004 0.017 0.34
C -0.87015 5.18035 3.92831 -0.025 -0.001 -0.026 -0.67
C -1.78160 5.14368 2.87821 0.018 0.014 0.034 -0.77
C -2.02038 3.95927 2.20207 -0.054 0.028 0.006 -0.57
C -1.35203 2.79112 2.57247 -0.024 -0.077 0.056 0.85
C -0.44754 2.83125 3.63477 0.013 0.058 0.014 -0.36
C -0.20708 4.02447 4.30762 0.010 -0.030 -0.005 -1.01
P -1.56900 1.25920 1.61345 0.213 -0.070 -0.246 0.91
C -3.34431 1.02735 1.40477 -0.032 0.177 -0.009 0.69
C -3.98646 1.68852 0.35641 0.012 -0.025 -0.032 -0.02
C -5.35829 1.58888 0.20835 -0.034 -0.018 0.021 -1.03
C -6.09676 0.81602 1.09487 -0.005 0.023 -0.030 -0.65
C -5.46216 0.14409 2.12778 0.034 -0.018 0.026 -0.73
C -4.08761 0.25275 2.28935 -0.042 -0.023 -0.015 -0.67
C -0.83986 -0.09235 2.54480 -0.115 -0.052 0.135 -0.28
C -1.06353 -0.57207 3.83539 -0.064 0.045 -0.054 -0.10
C -0.39295 -1.71419 4.23262 0.031 -0.007 -0.018 -1.02
C 0.47724 -2.35818 3.35027 -0.024 -0.040 0.004 -1.01
C 0.70347 -1.85949 2.07842 0.043 -0.036 -0.054 -0.69
C 0.04803 -0.69940 1.64226 0.254 0.307 -0.054 0.60
H -0.69188 6.10667 4.45749 0.003 -0.001 -0.001 0.44
H -2.31448 6.04068 2.59215 0.001 0.002 0.005 0.46
H -2.74839 3.94849 1.39947 0.010 -0.049 -0.014 0.47
H 0.05250 1.92605 3.96332 -0.005 0.002 -0.004 0.46
H 0.48509 4.04077 5.13908 -0.001 0.006 0.001 0.47
H -3.41251 2.25451 -0.36957 0.031 0.010 0.051 0.52
H -5.85169 2.10102 -0.60658 -0.002 -0.001 0.000 0.44
H -7.16856 0.73335 0.97483 -0.001 -0.002 0.001 0.44
H -6.03575 -0.46174 2.81646 -0.008 0.006 0.001 0.47
H -3.60235 -0.27083 3.10111 0.013 -0.020 0.025 0.29
H -1.73197 -0.05889 4.51707 -0.010 -0.027 -0.003 0.58
H -0.54099 -2.11058 5.22848 0.009 -0.002 0.004 0.48
H 0.98707 -3.25755 3.67192 -0.004 -0.004 -0.003 0.48
H 1.39247 -2.38523 1.42675 0.020 0.022 0.004 0.28
S 2.54391 -3.38769 -0.78353 0.048 0.010 0.009 -0.48
C 3.97940 -3.47638 -1.63788 -0.101 0.043 -0.053 0.05
N 4.43672 -4.70924 -2.03549 0.029 -0.007 0.021 -0.01
C 5.57554 -4.89932 -2.73024 -0.003 -0.009 0.005 0.02
C 6.32843 -3.82092 -3.06986 0.012 -0.014 -0.012 -0.92
C 5.83360 -2.57114 -2.65831 -0.027 0.008 0.028 0.18
N 4.72150 -2.39198 -1.98194 0.049 -0.009 0.010 -0.26
H 3.86428 -5.49912 -1.76861 -0.001 0.002 0.000 0.25
H 5.82564 -5.92090 -2.97894 0.003 0.001 -0.002 0.43
H 7.24757 -3.92032 -3.62377 0.000 -0.001 0.001 0.40
H 6.38969 -1.67197 -2.90322 -0.004 0.002 -0.004 0.43
```
Forces are in eV/Å.


[5]
Molecular formula: C9H14O
Method: DFT, ωB97M-V/def2-TZVPD

* energy above the lowest of the compared OMol25 structures with the same formula, charge and spin: 11.9 kcal per mole
* orbital gap: 9.28 eV
* E_HOMO: -0.30843 hartree
* SMILES: Cc1ccc(O)cc1.CC
* energy: -426.5539 a.u.

Geometry as XYZ:
```
24
Properties=species:S:1:pos:R:3:forces:R:3:mulliken_charge:R:1
C 0.88025 -2.47923 1.19578 0.420 0.127 0.627 -1.49
C 0.42504 -1.04575 1.29905 -0.997 -0.260 -0.402 0.24
C -0.93570 -0.74994 1.38165 -0.281 0.163 -0.221 -0.23
C -1.40392 0.55596 1.34911 0.926 0.102 0.311 -0.87
C -0.45040 1.55700 1.21761 -0.563 1.319 0.658 1.12
O -0.93311 2.84094 1.43245 0.083 -0.332 -0.536 -0.55
C 0.90104 1.32011 1.00014 -0.742 -0.331 0.425 -0.81
C 1.30613 0.00333 1.11571 1.088 -0.333 -0.832 -0.16
H 1.38723 -2.78248 2.11944 0.100 0.012 -0.144 0.40
H 1.58678 -2.58612 0.37250 -0.033 -0.155 -0.001 0.33
H 0.06207 -3.18366 1.07274 -0.154 0.122 -0.195 0.35
H -1.66123 -1.54611 1.39854 -0.063 -0.284 0.199 0.31
H -2.42904 0.86923 1.51715 0.054 -0.307 -0.146 0.40
H -0.23565 3.48725 1.28912 0.074 -0.033 -0.013 0.29
H 1.55291 2.14906 0.75457 0.213 -0.134 0.189 0.32
H 2.33945 -0.28258 0.90366 -0.106 0.329 0.199 0.32
C -0.27243 1.01470 -2.40876 -0.413 -0.696 0.844 -0.52
C -0.28345 -0.53375 -2.44795 -0.481 0.504 -0.804 -0.58
H -1.27341 1.42402 -2.34167 -0.426 -0.005 -0.776 0.25
H 0.06362 1.35774 -1.42616 0.925 0.037 -0.505 -0.05
H 0.27165 1.37786 -3.27893 -0.015 0.521 0.399 0.34
H 0.10358 -0.97652 -1.54487 0.099 -0.201 0.227 0.00
H 0.28102 -0.87287 -3.31295 0.397 -0.147 0.134 0.34
H -1.28244 -0.91819 -2.65794 -0.106 -0.018 0.365 0.25
```
Forces are in eV/Å.


[6]
Molecular formula: C4H8N2O2
Method: DFT, ωB97M-V/def2-TZVPD

* energy above the lowest of the compared OMol25 structures with the same formula, charge and spin: 94.0 kcal per mole
* orbital gap (spin up / spin down): 4.74 / 6.74 eV
* multiplicity: 3
* E_HOMO (spin up / spin down): -0.15710 / -0.33310 hartree
* energy: -416.9128 a.u.
* expectation value of S²: 2.01

Geometry as XYZ:
```
16
Properties=species:S:1:pos:R:3:forces:R:3:mulliken_charge:R:1
C 0.14390 -1.30340 0.71395 -2.367 5.943 2.879 -0.17
C -0.20746 -0.06335 1.66407 -2.486 -1.491 -2.508 -0.26
C 0.11716 1.13078 0.77972 2.120 1.311 -0.516 -0.55
C -0.74507 0.47310 -1.40787 -1.269 1.520 -1.098 -0.87
N 0.89265 -0.72513 -0.30319 3.578 2.361 -2.173 0.36
N 0.46829 0.62709 -0.61151 -0.012 -2.153 0.571 -0.11
O -0.01619 -2.45808 1.00699 0.106 -5.415 0.458 -0.55
O 1.34305 -1.47419 -1.32707 0.720 0.119 -0.976 -0.43
H -1.39566 -0.04640 1.65057 2.262 -0.284 1.089 0.18
H 0.24543 -0.11039 2.64848 -0.067 0.167 0.166 0.33
H -0.73627 1.79410 0.71057 -0.020 0.138 -0.255 0.32
H 1.01076 1.79494 1.02733 -1.086 -1.098 0.261 0.31
H -1.34156 -0.32432 -0.98545 -0.423 -0.239 0.265 0.42
H -1.26006 1.45329 -1.28385 0.068 -0.807 -0.310 0.33
H -0.67017 0.28206 -2.50335 0.724 0.187 0.855 0.26
H 2.15122 -1.05009 -1.77939 -1.846 -0.259 1.292 0.42
```
Forces are in eV/Å.


What is the energy in the third record? -327.0246 a.u.